{
  "formula": "C36H102Cu2O40",
  "method": "ωB97M-V with the def2-TZVPD basis set",
  "species": ["Cu", "Cu", "C", "O", "O", "O", "C", "O", "O", "O", "C", "C", "O", "O", "H", "H", "H", "H", "H", "H", "C", "C", "O", "O", "H", "H", "H", "H", "H", "H", "C", "C", "O", "O", "H", "H", "H", "H", "H", "H", "C", "C", "O", "O", "H", "H", "H", "H", "H", "H", "C", "C", "O", "O", "H", "H", "H", "H", "H", "H", "C", "C", "O", "O", "H", "H", "H", "H", "H", "H", "C", "C", "O", "O", "H", "H", "H", "H", "H", "H", "C", "C", "O", "O", "H", "H", "H", "H", "H", "H", "C", "C", "O", "O", "H", "H", "H", "H", "H", "H", "C", "C", "O", "O", "H", "H", "H", "H", "H", "H", "C", "C", "O", "O", "H", "H", "H", "H", "H", "H", "C", "C", "O", "O", "H", "H", "H", "H", "H", "H", "C", "C", "O", "O", "H", "H", "H", "H", "H", "H", "C", "C", "O", "O", "H", "H", "H", "H", "H", "H", "C", "C", "O", "O", "H", "H", "H", "H", "H", "H", "C", "C", "O", "O", "H", "H", "H", "H", "H", "H", "C", "C", "O", "O", "H", "H", "H", "H", "H", "H"],
  "xyz": [[-4.9752, 28.7531, 18.6136], [-4.1808, 26.0108, 20.2194], [-5.7856, 26.2892, 17.4308], [-6.4349, 27.2662, 17.1036], [-6.1926, 25.1318, 17.5515], [-4.6597, 26.4020, 17.8959], [-4.1399, 28.4221, 21.5948], [-4.2705, 28.9739, 22.6814], [-5.0854, 28.0945, 20.8952], [-3.0220, 28.1270, 21.2840], [-3.8600, 22.5326, 21.8608], [-3.8836, 23.4964, 23.0727], [-4.1238, 24.8262, 22.5858], [-5.2144, 22.2576, 21.4178], [-3.3211, 21.6254, 22.1338], [-3.2851, 22.8584, 20.9939], [-2.9441, 23.3677, 23.6103], [-4.6777, 23.1292, 23.7228], [-4.1502, 25.3406, 23.3959], [-5.6097, 23.0929, 21.1578], [-9.6133, 28.4313, 17.5379], [-9.7729, 27.9301, 16.0928], [-8.9068, 26.7646, 16.0708], [-8.3636, 28.9183, 17.8651], [-10.0489, 27.7287, 18.2483], [-10.3128, 29.2565, 17.6711], [-9.5565, 28.6914, 15.3434], [-10.7912, 27.6558, 15.8173], [-8.0284, 26.9847, 16.3894], [-7.7066, 28.2472, 17.6663], [-0.8009, 21.4669, 16.0904], [0.1330, 22.6130, 16.0101], [-0.1424, 23.5509, 17.0572], [-0.4057, 20.4702, 17.0206], [-0.8360, 20.9938, 15.1091], [-1.8247, 21.8079, 16.2439], [-0.0082, 23.1097, 15.0502], [1.1920, 22.3620, 16.0705], [-0.9915, 23.9555, 16.8651], [-0.9173, 20.6968, 17.8007], [-13.3021, 25.1475, 17.9379], [-12.0076, 25.8835, 17.6530], [-11.0952, 25.0294, 17.0598], [-13.2354, 24.2963, 19.0603], [-13.7745, 24.6586, 17.0859], [-13.9498, 25.9149, 18.3619], [-11.6930, 26.3767, 18.5727], [-12.1820, 26.7392, 17.0007], [-10.2120, 25.3580, 17.2432], [-12.3025, 24.1931, 19.2618], [-4.6561, 22.0523, 17.5582], [-6.1191, 21.6463, 17.7200], [-7.0427, 22.5693, 17.1431], [-4.3175, 23.2517, 18.3287], [-4.5293, 22.1318, 16.4785], [-3.9397, 21.3148, 17.9200], [-6.3223, 21.3964, 18.7614], [-6.4540, 20.7498, 17.1982], [-6.8009, 23.4198, 17.5169], [-4.8697, 23.9356, 17.9428], [-8.3814, 27.9950, 22.6354], [-7.3832, 27.0999, 23.3976], [-6.4988, 27.9384, 24.1490], [-7.7988, 28.9492, 21.6773], [-8.8763, 28.6654, 23.3381], [-8.9826, 27.2289, 22.1459], [-6.8276, 26.5430, 22.6431], [-7.8885, 26.3562, 24.0136], [-5.9672, 28.2850, 23.4287], [-7.0003, 28.6191, 21.2590], [-5.9377, 26.2806, 13.6006], [-6.7129, 27.6111, 13.6409], [-6.1821, 28.5066, 14.5040], [-4.6933, 26.5758, 13.1270], [-6.3787, 25.5366, 12.9371], [-5.9937, 25.8977, 14.6196], [-7.7406, 27.4103, 13.9437], [-6.7752, 28.0249, 12.6344], [-6.1331, 28.1176, 15.3802], [-4.3599, 27.2399, 13.7349], [-2.2351, 25.5704, 15.7222], [-2.2084, 27.1113, 15.7112], [-3.4939, 27.6237, 15.5048], [-2.3603, 25.0507, 17.0291], [-1.3334, 25.1067, 15.3222], [-3.0731, 25.2843, 15.0866], [-1.5533, 27.4742, 14.9192], [-1.7627, 27.5292, 16.6138], [-3.9679, 27.3151, 16.2805], [-3.1921, 25.4542, 17.2875], [-5.6024, 30.8625, 11.5893], [-6.1470, 30.1099, 10.3413], [-7.3057, 29.3532, 10.6744], [-4.8207, 30.1330, 12.4311], [-6.3561, 31.2468, 12.2766], [-5.0143, 31.7372, 11.3117], [-5.4133, 29.4721, 9.8484], [-6.5331, 30.7885, 9.5807], [-7.8151, 29.0557, 9.9170], [-5.1976, 29.3115, 12.7545], [-6.2449, 32.2319, 18.4130], [-7.2891, 32.2057, 17.3281], [-7.6739, 33.4793, 16.9136], [-5.7401, 30.9631, 18.7556], [-6.8138, 32.7288, 19.1988], [-5.4623, 32.9442, 18.1518], [-8.1489, 31.6499, 17.7020], [-6.8781, 31.6329, 16.4967], [-8.4893, 33.4052, 16.4124], [-5.5688, 30.9683, 19.7002], [-3.9653, 32.0537, 15.1446], [-3.5574, 33.5110, 15.4906], [-3.7662, 34.3363, 14.3755], [-3.1866, 31.5678, 14.0934], [-5.0306, 31.9661, 14.9315], [-3.9569, 31.4839, 16.0737], [-2.4871, 33.6422, 15.6500], [-4.1408, 33.9225, 16.3143], [-3.3962, 33.8697, 13.6225], [-3.5479, 30.7920, 13.6583], [-8.7004, 25.3126, 19.9788], [-7.5955, 24.4733, 20.8079], [-6.2960, 24.8147, 20.2868], [-8.8227, 24.8259, 18.6651], [-8.3698, 26.3450, 19.8650], [-9.5884, 25.2734, 20.6097], [-7.8426, 23.4133, 20.7499], [-7.5747, 24.6717, 21.8795], [-6.2851, 24.6292, 19.3450], [-7.9754, 24.9989, 18.2485], [-8.8474, 31.6422, 14.2137], [-9.4729, 30.8192, 13.0900], [-10.7887, 30.4346, 13.3413], [-9.5655, 32.8592, 14.5344], [-7.8357, 31.8488, 13.8644], [-8.7295, 30.9352, 15.0349], [-8.8535, 29.9667, 12.8114], [-9.4388, 31.4464, 12.1992], [-11.2393, 31.2744, 13.4572], [-9.2899, 33.5740, 13.9559], [-9.6787, 23.7931, 14.4581], [-10.9276, 22.9685, 14.1986], [-11.9102, 23.2141, 15.2072], [-9.7784, 25.1551, 13.9502], [-8.8165, 23.3683, 13.9439], [-9.4987, 23.8485, 15.5317], [-10.6545, 21.9139, 14.2342], [-11.3437, 23.0864, 13.1981], [-11.5679, 23.8406, 15.8491], [-9.5051, 25.7433, 14.6580], [-1.6953, 30.1597, 17.9662], [-0.3251, 29.7541, 18.4576], [-0.0695, 30.3686, 19.7218], [-2.6007, 29.3758, 18.7719], [-1.7801, 29.8974, 16.9117], [-1.9474, 31.2073, 18.1305], [0.3778, 30.1870, 17.7458], [-0.1581, 28.6790, 18.5244], [0.7441, 30.8694, 19.6275], [-2.2125, 29.3283, 19.6486], [-10.3685, 21.5617, 17.8252], [-10.5166, 21.7907, 19.3482], [-10.7730, 23.2205, 19.6188], [-11.5621, 21.0838, 17.1664], [-9.7094, 20.7014, 17.7078], [-9.8829, 22.4255, 17.3714], [-9.5365, 21.6359, 19.7992], [-11.2419, 21.1243, 19.8150], [-10.0926, 23.7539, 19.2015], [-12.0698, 21.8611, 16.9224], [-0.3955, 25.2233, 19.7984], [-0.0071, 25.9664, 21.0841], [-0.2751, 27.4130, 20.9287], [-1.8564, 25.1069, 19.7547], [-0.0422, 24.1922, 19.8023], [-0.0973, 25.7305, 18.8808], [1.0526, 25.8458, 21.3087], [-0.5238, 25.6277, 21.9821], [-1.1512, 27.4682, 20.5402], [-2.1575, 25.0246, 18.8469]],
  "atomic_forces_ev_per_a": [[0.4, -0.6, 0.8], [0.1, 1.0, 0.4], [0.0, -2.0, 2.1], [-2.4, 3.6, -2.2], [-3.9, -4.0, -1.0], [6.6, 2.7, 1.3], [1.2, 1.7, 4.0], [-2.5, 2.2, 3.5], [-6.5, -1.9, -5.4], [7.2, -2.6, -3.8], [-0.9, 0.5, -0.1], [0.2, -0.9, -1.9], [0.2, -1.0, 0.8], [1.0, -0.8, 0.7], [-0.7, -0.5, 0.3], [0.1, 0.9, 0.1], [0.3, 0.5, 0.1], [-0.2, 0.2, 0.1], [-0.1, 0.9, -0.2], [0.2, 0.5, -0.3], [-2.3, 1.3, -0.6], [1.1, -0.5, 1.4], [-1.7, -0.1, -1.3], [0.0, 0.4, 0.0], [0.6, -0.7, 0.1], [-0.1, 0.5, -0.1], [0.8, 0.1, 0.0], [0.0, -0.5, 0.4], [0.9, 0.1, 0.2], [0.6, -0.2, 0.2], [0.1, -1.1, -1.2], [-0.1, 1.6, 0.6], [1.0, -0.5, -0.2], [-0.6, 0.3, 0.3], [0.1, -0.3, -0.2], [0.0, 0.2, 0.4], [0.0, 0.1, -0.4], [-0.1, -0.4, 0.2], [-0.4, 0.1, 0.4], [0.3, -0.3, 0.4], [-0.6, 1.3, 1.3], [-1.4, 0.4, -0.3], [0.5, -0.4, 0.1], [0.1, -0.5, -0.2], [0.3, 0.0, -0.2], [-0.6, 0.5, -0.9], [0.5, -0.5, 0.4], [-0.5, 0.1, -0.3], [0.7, 0.0, -0.1], [0.5, -0.9, 0.3], [-0.1, 0.4, 0.6], [-0.8, -0.8, 0.0], [0.6, -0.1, 0.7], [-0.3, -1.8, -1.0], [0.5, 0.7, -0.2], [-0.3, -0.4, 0.0], [-0.1, 0.6, 0.4], [1.0, -0.5, -0.2], [-0.3, 0.7, -0.4], [-0.3, 1.0, -0.2], [1.5, 0.2, -0.5], [0.5, 1.8, -0.3], [-1.1, -1.6, 0.1], [-1.4, -0.9, 1.2], [-0.5, -0.5, 0.0], [-0.9, 0.5, -0.4], [0.3, -0.1, -0.1], [-0.2, 0.2, 0.3], [1.6, 1.2, -0.1], [0.9, -0.6, 0.0], [-2.0, 0.9, 0.0], [-2.3, -2.5, -1.2], [1.5, 2.0, 0.6], [1.9, -0.2, -0.6], [-0.3, 0.1, 0.0], [0.4, -0.4, 0.3], [-0.4, -0.3, -0.2], [0.2, 0.2, -0.1], [0.0, -0.1, 0.7], [0.7, 0.2, 0.4], [0.8, 0.6, -0.3], [1.1, -0.4, -0.5], [0.0, 0.4, -0.3], [-0.1, 0.1, -0.7], [0.2, 0.4, -0.3], [-0.1, -0.2, -0.1], [-0.2, -0.1, -0.4], [-0.1, -0.3, 0.5], [-0.8, 0.1, 0.7], [-1.1, -0.1, 1.1], [-1.2, 0.3, -0.5], [-1.0, 0.6, -0.2], [-0.1, -0.5, 1.2], [2.5, -1.5, 0.6], [-1.1, 0.3, -0.9], [0.1, -0.1, -0.4], [0.4, 0.0, 0.4], [0.6, 0.8, 0.0], [0.4, 0.1, -0.2], [-0.5, -0.1, 0.1], [-0.8, 1.7, 0.1], [0.0, -2.0, -0.6], [0.4, 1.1, 0.3], [-0.1, -0.1, -0.1], [0.4, -0.3, 0.9], [0.4, -0.1, -0.2], [0.0, -0.2, 0.1], [0.0, -0.2, -0.3], [-0.1, -0.1, -0.2], [0.0, -0.1, 0.3], [-0.6, 0.5, 1.3], [0.1, -0.8, -1.0], [-0.8, 1.0, -0.9], [1.2, 0.7, 0.2], [-0.3, 0.6, -0.6], [0.9, -0.5, 0.2], [0.2, -0.8, 0.9], [0.0, -0.2, 0.0], [0.1, -0.2, -0.1], [-0.7, -0.1, 0.0], [2.1, -0.2, 2.0], [-0.7, 1.6, -1.2], [-0.3, -0.7, 1.1], [-1.0, -0.5, 0.4], [0.1, 0.2, 0.7], [-0.5, -0.1, -0.8], [0.2, -0.3, -0.5], [-0.1, 0.5, -0.1], [0.1, 0.0, -0.7], [0.7, 0.1, -0.9], [0.4, -0.8, -0.9], [0.6, 1.1, -0.5], [-0.4, -0.2, 0.2], [0.0, -1.1, 0.4], [0.2, 0.4, 0.2], [-0.4, 0.7, 0.7], [0.0, -0.2, 0.5], [-0.1, 0.2, -0.5], [-0.5, 0.0, 0.2], [0.2, -0.2, -0.2], [0.0, 1.2, -1.0], [0.2, 0.0, 0.9], [-0.5, -0.6, -0.9], [-0.6, -1.1, -0.1], [0.1, -0.4, 0.2], [0.2, -0.3, 0.0], [0.2, -0.2, 0.3], [-0.1, 0.6, 0.0], [0.3, 0.6, 0.2], [0.3, 0.3, 0.4], [-0.4, -1.5, 1.2], [0.8, 1.8, -0.5], [0.0, -0.1, 0.0], [-0.7, 0.3, -1.5], [-0.4, -0.1, 0.0], [0.5, 0.2, -0.2], [0.4, -0.2, -0.3], [-0.4, -0.1, 0.0], [-0.1, -0.1, 0.2], [-0.5, -0.4, 1.0], [-0.6, -1.7, 0.7], [1.0, 2.1, -1.0], [-1.2, -1.6, 0.7], [0.6, 0.7, 0.6], [0.4, 0.1, 0.0], [-0.3, 0.1, -0.2], [0.1, -0.5, 0.0], [-0.2, 0.5, -0.1], [0.5, -0.4, -0.6], [-0.2, 0.2, -0.4], [-1.6, -0.4, 0.7], [-0.5, 1.9, -0.9], [1.4, -1.9, 0.0], [0.3, 0.3, 0.8], [0.5, 0.0, -0.1], [0.4, 0.1, 0.2], [0.2, 0.2, -0.3], [-0.4, -0.4, -0.2], [-0.9, 0.2, 0.5], [0.5, -0.2, -0.2]],
  "gap_ev": 4.981,
  "e_homo_ev": -1.90,
  "charge": -2,
  "total_energy_ha": -7723.26350,
  "lumo_ev": 3.080,
  "multiplicity": 1,
  "largest_force_ev_per_a": 8.65
}